(1)
This record from OMol25 describes 5 unconnected molecules or ions with the total composition C64H144FP4 at a distorted geometry. The level of theory is ωB97M-V with the def2-TZVPD basis set.

Total charge = +3
HOMO level = -10.213 eV
Molecular weight = 1056.75 Da
E = -3989.27550 Ha
LUMO level = -4.22 eV
Gap between HOMO and LUMO = 5.994 eV

Each line ends with the Löwdin charge.
Atoms and positions in Å:
F1 3.24215 0.01216 -1.49726  -0.993
C1 -1.10641 -6.33530 -1.17886  -0.090
C2 -1.04486 -5.29343 -0.02088  -0.282
C3 0.18508 -5.49155 0.76112  -0.275
C4 0.33818 -4.32743 1.76366  -0.238
P1 1.27843 -4.67525 3.30706  0.996
C5 2.80394 -5.46957 2.90048  -0.285
C6 3.77753 -4.64350 2.08126  -0.249
C7 5.18709 -5.10734 2.34219  -0.233
C8 5.40541 -6.67657 2.29107  -0.091
C9 1.71581 -3.00981 3.99764  -0.205
C10 2.79365 -3.06696 5.15778  -0.280
C11 2.48840 -2.20375 6.30904  -0.254
C12 3.61734 -2.45849 7.44915  -0.058
C13 0.34053 -5.64605 4.47019  -0.264
C14 1.02499 -5.84938 5.88256  -0.214
C15 0.17367 -6.86339 6.61341  -0.278
C16 -1.32991 -6.67369 6.63879  -0.106
H1 -1.38165 -7.32104 -0.80382  0.076
H2 -0.19167 -6.51268 -1.74444  0.072
H3 -1.81499 -5.88457 -1.87374  0.071
H4 -1.89408 -5.46418 0.64077  0.113
H5 -1.22512 -4.30883 -0.45233  0.117
H6 1.02670 -5.50971 0.06871  0.115
H7 0.29052 -6.49088 1.18339  0.116
H8 -0.56282 -3.72246 1.86521  0.104
H9 1.04950 -3.61509 1.34568  0.095
H10 2.65523 -6.45385 2.45643  0.116
H11 3.16446 -5.69631 3.90383  0.086
H12 3.80701 -3.56552 2.23996  0.107
H13 3.60403 -4.71929 1.00783  0.122
H14 5.45419 -4.75331 3.33789  0.105
H15 5.89275 -4.71881 1.60789  0.113
H16 6.43393 -7.01642 2.41246  0.070
H17 5.21172 -7.07725 1.29607  0.077
H18 4.95530 -7.18872 3.14149  0.064
H19 0.79019 -2.51720 4.29540  0.100
H20 2.24060 -2.49010 3.19602  0.087
H21 3.73817 -2.81319 4.67654  0.115
H22 3.01094 -4.07856 5.50062  0.081
H23 1.53706 -2.45615 6.77739  0.094
H24 2.26449 -1.16018 6.08784  0.109
H25 3.78464 -3.53150 7.54275  0.066
H26 3.52808 -1.93180 8.39928  0.070
H27 4.52590 -2.08168 6.97943  0.063
H28 0.08994 -6.62501 4.06160  0.109
H29 -0.63008 -5.15318 4.52582  0.097
H30 1.02647 -4.88495 6.39047  0.104
H31 2.01825 -6.27828 5.74997  0.107
H32 0.52049 -7.01506 7.63557  0.117
H33 0.45743 -7.81134 6.15629  0.113
H34 -1.91808 -6.88912 5.74674  0.076
H35 -1.55694 -5.66447 6.98235  0.078
H36 -1.69927 -7.23245 7.49871  0.080
C17 -1.23682 5.91378 2.84826  -0.121
C18 0.19003 5.82945 2.41184  -0.261
C19 1.17552 5.21463 3.46310  -0.230
C20 2.29382 4.43499 2.80440  -0.290
P2 3.79011 5.37650 2.46200  1.047
C21 5.18608 4.18841 2.01935  -0.245
C22 6.61430 4.70119 2.13580  -0.238
C23 7.38419 4.10451 3.36169  -0.240
C24 7.98505 2.68749 3.19596  -0.083
C25 4.27896 6.22909 4.07365  -0.234
C26 4.25617 5.45931 5.40159  -0.251
C27 4.41395 6.33438 6.63981  -0.259
C28 4.24292 5.56882 7.94889  -0.098
C29 3.47228 6.49077 1.09209  -0.269
C30 4.65834 7.08868 0.28954  -0.222
C31 4.19216 8.12998 -0.78893  -0.244
C32 5.40431 8.78085 -1.49116  -0.103
H37 -1.37303 6.76898 3.51022  0.079
H38 -1.74950 5.11874 3.38971  0.076
H39 -1.88456 6.06044 1.98395  0.076
H40 0.53617 6.82458 2.13257  0.105
H41 0.23670 5.19639 1.52576  0.102
H42 0.66109 4.48353 4.08677  0.112
H43 1.35524 5.99364 4.20401  0.112
H44 2.03151 3.91006 1.88585  0.111
H45 2.68352 3.62005 3.41441  0.094
H46 4.94870 3.97412 0.97732  0.096
H47 5.08802 3.21768 2.50533  0.097
H48 6.60618 5.78815 2.05495  0.086
H49 7.12802 4.41704 1.21740  0.118
H50 6.84414 4.18125 4.30538  0.079
H51 8.15551 4.85207 3.54694  0.103
H52 7.24889 2.13977 2.60760  0.064
H53 8.01220 2.14531 4.14116  0.072
H54 8.93591 2.61566 2.66794  0.079
H55 3.63823 7.08989 4.26491  0.091
H56 5.25432 6.62705 3.79365  0.089
H57 5.13094 4.80901 5.40412  0.094
H58 3.36401 4.85034 5.54753  0.105
H59 3.68389 7.14253 6.59486  0.107
H60 5.35543 6.87822 6.56268  0.117
H61 3.36443 4.92369 7.96211  0.070
H62 4.02617 6.25349 8.76886  0.077
H63 5.06088 4.91368 8.24860  0.078
H64 3.01424 7.28647 1.67958  0.092
H65 2.69737 6.04009 0.47200  0.109
H66 5.23452 6.26046 -0.12300  0.107
H67 5.35966 7.65970 0.89796  0.107
H68 3.51621 8.89026 -0.39755  0.108
H69 3.59521 7.62418 -1.54782  0.103
H70 6.07475 8.05906 -1.95766  0.075
H71 5.96791 9.32569 -0.73379  0.072
H72 5.14121 9.47065 -2.29307  0.075
C33 -9.59970 3.14560 5.57048  -0.080
C34 -10.75452 3.62642 4.63784  -0.256
C35 -11.02904 2.66189 3.51001  -0.247
C36 -9.81691 2.43825 2.52139  -0.244
P3 -10.24623 1.27463 1.18070  1.044
C37 -11.74539 1.96839 0.34431  -0.251
C38 -13.06086 1.33242 0.87080  -0.277
C39 -14.28752 1.92974 0.18106  -0.246
C40 -15.56843 1.20428 0.62083  -0.096
C41 -9.00337 1.41113 -0.08144  -0.290
C42 -7.56145 1.03834 0.28642  -0.240
C43 -6.41795 1.70705 -0.55555  -0.243
C44 -4.99979 1.19735 -0.26249  -0.100
C45 -10.67535 -0.36949 2.04109  -0.186
C46 -9.42305 -1.29264 1.89468  -0.272
C47 -9.77001 -2.71935 2.31801  -0.263
C48 -8.48257 -3.62874 2.51311  -0.081
H73 -9.38866 3.95735 6.26664  0.076
H74 -8.73141 2.82852 4.99288  0.059
H75 -10.10479 2.36005 6.13252  0.076
H76 -10.43250 4.54703 4.15113  0.108
H77 -11.68152 3.78564 5.18867  0.118
H78 -11.89664 3.05467 2.97983  0.100
H79 -11.50041 1.74686 3.86867  0.099
H80 -8.82689 2.10609 2.83384  0.075
H81 -9.55488 3.35872 1.99970  0.104
H82 -11.55863 1.77874 -0.71269  0.092
H83 -11.86651 3.04900 0.41979  0.108
H84 -13.13190 1.37633 1.95760  0.103
H85 -13.03195 0.26428 0.65552  0.096
H86 -14.00978 1.85728 -0.87046  0.114
H87 -14.37848 2.98207 0.45018  0.113
H88 -15.58694 0.14992 0.34503  0.073
H89 -16.41035 1.65073 0.09171  0.076
H90 -15.80545 1.16838 1.68414  0.078
H91 -9.11768 2.44718 -0.40023  0.112
H92 -9.29873 0.70894 -0.86105  0.110
H93 -7.51438 -0.04850 0.21819  0.095
H94 -7.47703 1.26144 1.35000  0.089
H95 -6.47343 2.75569 -0.26335  0.102
H96 -6.62122 1.65981 -1.62539  0.111
H97 -4.18247 1.71139 -0.76831  0.077
H98 -5.03377 0.19927 -0.69928  0.072
H99 -4.84402 1.17513 0.81609  0.073
H100 -11.49752 -0.83079 1.49398  0.088
H101 -10.82021 -0.21524 3.11035  0.098
H102 -8.54434 -0.91225 2.41551  0.110
H103 -9.05428 -1.45368 0.88168  0.099
H104 -10.50901 -3.28255 1.74811  0.113
H105 -10.27553 -2.72801 3.28366  0.103
H106 -7.83710 -3.12751 3.23438  0.068
H107 -7.96484 -3.75351 1.56206  0.068
H108 -8.94849 -4.54089 2.88593  0.074
C49 -1.20359 -1.65640 -8.33060  -0.111
C50 -0.10557 -1.95949 -7.33736  -0.280
C51 1.28144 -1.52899 -7.83159  -0.220
C52 2.42339 -1.98969 -6.84471  -0.252
P4 4.11758 -1.58481 -7.30930  1.008
C53 4.31118 0.22205 -7.45654  -0.248
C54 5.69748 0.82812 -7.12448  -0.243
C55 6.00441 2.26145 -7.56188  -0.242
C56 6.16810 2.38844 -9.11245  -0.091
C57 5.32024 -2.39349 -6.21909  -0.244
C58 5.37832 -3.92835 -6.40766  -0.256
C59 6.63122 -4.51946 -5.85957  -0.255
C60 7.92665 -4.41858 -6.72706  -0.080
C61 4.25373 -2.29074 -8.99625  -0.285
C62 5.65684 -2.17072 -9.61619  -0.217
C63 5.66015 -3.02955 -10.97510  -0.204
C64 4.75055 -2.29970 -12.03348  -0.085
H109 -2.17635 -1.96528 -7.94793  0.078
H110 -1.02532 -2.31457 -9.18098  0.073
H111 -1.20575 -0.66157 -8.77603  0.080
H112 -0.16390 -3.00910 -7.04927  0.114
H113 -0.31107 -1.45186 -6.39493  0.108
H114 1.39606 -0.45410 -7.97146  0.111
H115 1.38592 -2.00989 -8.80418  0.102
H116 2.56568 -3.06673 -6.93326  0.087
H117 2.19869 -1.64275 -5.83613  0.114
H118 3.53048 0.52678 -6.75959  0.096
H119 3.96455 0.44931 -8.46466  0.096
H120 6.43422 0.20785 -7.63495  0.095
H121 5.74669 0.79478 -6.03611  0.117
H122 6.84987 2.68422 -7.01914  0.107
H123 5.22423 2.92279 -7.18498  0.104
H124 6.90785 1.65456 -9.43229  0.068
H125 6.68241 3.29038 -9.44423  0.069
H126 5.21004 2.40860 -9.63187  0.069
H127 5.02614 -2.07280 -5.21971  0.114
H128 6.26955 -1.85866 -6.24859  0.094
H129 5.29982 -4.26242 -7.44224  0.099
H130 4.46855 -4.30247 -5.93814  0.113
H131 6.40629 -5.56862 -5.66781  0.111
H132 6.78172 -4.08886 -4.86961  0.112
H133 7.80976 -4.91975 -7.68793  0.071
H134 8.78044 -4.87857 -6.22949  0.073
H135 8.23549 -3.39953 -6.95999  0.062
H136 3.51835 -1.80898 -9.64063  0.084
H137 4.03439 -3.35330 -8.89156  0.093
H138 6.44993 -2.53300 -8.96208  0.092
H139 5.88324 -1.12754 -9.83672  0.097
H140 5.32071 -4.03701 -10.73447  0.096
H141 6.69352 -3.23612 -11.25365  0.099
H142 4.96976 -1.23952 -12.16022  0.073
H143 3.72757 -2.37925 -11.66567  0.057
H144 4.85196 -2.73313 -13.02845  0.073

***

(2)
This record from OMol25 describes a molecular structure, AgClCu. The level of theory is ωB97M-V with the def2-TZVPD basis set.

Total charge = +3
HOMO level (alpha / beta) = -24.633 / -24.068 eV
Molecular weight = 206.87 Da
E = -2246.09480 Ha
Multiplicity = 3
LUMO level (alpha / beta) = -13.92 / -20.43 eV
Gap between HOMO and LUMO (alpha / beta) = 10.715 / 3.641 eV

Each line ends with the Löwdin spin population.
Atoms and positions in Å:
Ag1 -27.11941 5.55173 -15.53644  0.000
Cu1 -22.21187 4.43114 -9.39256  0.070
Cl1 -24.06436 6.55684 -12.45044  1.930

***

(3)
This record from OMol25 describes 2 unconnected molecules or ions with the total composition C5H6F2O2 at a distorted geometry. The level of theory is ωB97M-V with the def2-TZVPD basis set.

Total charge = 0
HOMO level = -9.326 eV
Molecular weight = 136.10 Da
E = -544.24451 Ha
SMILES = C=C=C(O)F.CC(=O)F
LUMO level = 0.70 eV
Gap between HOMO and LUMO = 10.022 eV

Each line ends with the Löwdin charge.
Atoms and positions in Å:
C1 -1.50315 2.27910 0.21383  0.028
C2 -1.48269 0.98735 0.18807  -0.020
C3 1.99422 -0.26931 0.22244  0.034
C4 -1.43873 -0.28447 0.28108  -0.462
C5 1.29168 -1.37766 -0.46494  -0.539
O1 -1.82789 -1.03204 -0.76915  0.092
O2 0.62556 -2.24914 -0.11532  0.178
F1 -1.30477 -0.90799 1.47115  0.097
F2 1.63462 -1.28246 -1.78300  0.076
H1 -2.41769 2.92789 0.40436  0.090
H2 2.94066 -0.18856 -0.19684  0.064
H3 1.43343 0.73110 0.15103  0.121
H4 1.84888 -0.55963 1.29763  0.119
H5 -1.06666 -1.66702 -0.77980  0.093
H6 -0.72747 2.89283 -0.12055  0.030

***

molecular weight of number 1 (C64H144FP4)? 1056.75 Da